16
Properties=species:S:1:pos:R:3 method="wB97M-V/def2-TZVPD" multiplicity=2 s2=0.750 charge=-1 gap_ev="2.78 / 11.85" homo_energy_ev="1.540 / -7.404" relative_energy_kj_mol=101.75 e_tot_ha=-159.4914
C -1.11920 -0.06143 -1.29926
C -0.66153 1.05063 -2.17135
H -0.53764 -1.01679 -1.43623
H -0.91787 0.08523 -0.12891
H -2.08925 -0.53104 -1.51608
H -0.69317 0.69069 -3.18243
H 0.26750 1.47164 -1.81811
H -1.30700 1.94716 -1.97502
C 1.44948 0.09965 1.46678
C 0.34373 -1.00205 1.91959
H 1.12303 1.03961 2.01452
H 2.43190 -0.21933 1.62017
H 1.42667 0.39690 0.36903
H 0.34605 -1.31857 2.99826
H -0.63963 -0.70130 1.70671
H 0.57694 -1.93100 1.43231